w | ORCA calculation (ωB97M-V/def2-TZVPD) on a gas-phase ion, C4H7N4 (charge +1).

Summary:
- SMILES string = CN1C=[NH+][C@@H](C#N)N1
- spin multiplicity = 1
- total charge = +1
- E_HOMO (eV) = -13.88
- molar mass (g mol⁻¹) = 111.13

Positions of all 15 atoms, in Å:
C  -2.8593  -0.6279  -0.9055
C  -0.2988  1.2190  0.0111
C  -2.0539  -0.3810  0.2912
C  1.4605  -0.4598  -0.3640
N  -3.2018  -0.8838  -1.9745
N  -0.7522  -0.9634  0.3564
N  0.2324  -0.0078  0.0965
N  -1.5770  1.1322  0.2548
H  0.2151  2.0694  -0.2965
H  -2.6866  -0.3886  1.2146
H  1.8829  -1.2836  0.2435
H  1.2422  -0.8821  -1.3063
H  2.2077  0.3752  -0.4999
H  -0.4748  -1.8971  0.0575
H  -2.1545  1.9403  0.2218

These are the Löwdin partial charges, in e, on atoms 1 to 2: -0.1298 -0.0030


x | ORCA calculation (ωB97M-V/def2-TZVPD) on a molecular structure, C4H7N4.

Summary:
- spin multiplicity = 1
- total charge = +1
- E_HOMO (eV) = -14.28
- molar mass (g mol⁻¹) = 111.13

Positions of all 15 atoms, in Å:
C  0.3593  0.4213  -0.0838
C  1.5378  -0.4483  -0.2720
C  -1.3519  0.0608  0.0346
C  2.2823  0.9199  -0.0834
N  0.9717  1.5204  0.1580
N  1.7262  -1.6473  -0.0815
N  -1.6472  -1.2251  0.2951
N  -2.0671  1.1939  -0.0698
H  3.0305  0.8353  0.7787
H  2.8407  1.4056  -0.8552
H  2.6984  -1.9020  0.0889
H  -0.8067  -1.7491  0.3478
H  -2.6466  -1.4931  0.4742
H  -1.4944  2.1554  -0.0460
H  -3.1033  0.9296  0.1328

These are the Löwdin partial charges, in e, on atoms 1 to 2: -0.1202 -0.3111


y | ORCA calculation (ωB97M-V/def2-TZVPD) on 2 unconnected molecules or ions with the total composition C4H7N4.

Summary:
- spin multiplicity = 1
- total charge = +1
- E_HOMO (eV) = -14.29
- molar mass (g mol⁻¹) = 111.13

Positions of all 15 atoms, in Å:
C  -0.3007  -0.9803  -0.1901
C  -1.6653  -1.1321  -0.2334
C  2.0135  0.8973  -1.1206
C  -1.1470  0.1047  1.5445
N  -0.0309  -0.2726  0.9276
N  -2.1141  -0.4453  0.8443
N  2.5772  0.3427  -1.9913
N  1.4155  1.3213  -0.1709
H  0.5900  -1.2239  -0.7494
H  -2.2962  -1.5569  -0.9950
H  -1.0669  0.5717  2.5362
H  0.9762  0.1596  1.0345
H  2.3607  0.5697  -2.9790
H  1.7046  2.1946  0.2998
H  -3.0165  -0.5503  1.2429

These are the Löwdin partial charges, in e, on atoms 1 to 2: -0.0460 -0.0061


y comes first in stability; the runner-up is 1.757 eV higher.


w | ORCA calculation (ωB97M-V/def2-TZVPD) on a molecular structure, H4S2Si.

Summary:
- spin multiplicity = 1
- E_HOMO (eV) = -9.40
- molar mass (g mol⁻¹) = 96.25

Positions of all 7 atoms, in Å:
Si  0.9675  -0.3124  0.7012
S  1.9759  1.0968  -0.2614
S  0.0004  -1.9391  -0.2988
H  0.6550  -0.5742  2.0861
H  -2.3671  1.6923  -0.4442
H  -1.6114  1.6421  -0.2604
H  0.3798  -1.6055  -1.5224

These are the Löwdin partial charges, in e, on atoms 1 to 2: -0.1645 0.0879


x | ORCA calculation (ωB97M-V/def2-TZVPD) on 2 unconnected molecules or ions with the total composition H4S2Si.

Summary:
- spin multiplicity = 1
- E_HOMO (eV) = -9.03
- molar mass (g mol⁻¹) = 96.25

Positions of all 7 atoms, in Å:
Si  -0.1656  0.0370  -0.4074
S  -2.0235  -0.8836  0.0655
S  1.4044  -1.4210  -0.1382
H  -0.1290  0.4841  -1.7940
H  0.6770  1.1083  1.3047
H  -1.7780  -1.6249  1.1942
H  2.4088  -0.5328  0.1110

These are the Löwdin partial charges, in e, on atoms 1 to 2: -0.0880 0.3036


y | ORCA calculation (ωB97M-V/def2-TZVPD) on 2 unconnected molecules or ions with the total composition H4S2Si.

Summary:
- spin multiplicity = 1
- E_HOMO (spin up / spin down) (eV) = -6.63 / -6.00
- molar mass (g mol⁻¹) = 96.25

Positions of all 7 atoms, in Å:
Si  2.1287  0.2332  -0.2678
S  -3.1164  -0.7927  -0.1333
S  -2.1403  0.9315  0.0024
H  1.8560  1.3845  -1.0949
H  2.0286  0.3286  1.1728
H  2.5675  -1.0157  -0.8584
H  -3.3242  -1.0695  1.1791

These are the Löwdin partial charges, in e, on atoms 1 to 2: 0.7914 0.0647


w comes first in stability; the runner-up is 1.156 eV higher.


w | ORCA calculation (ωB97M-V/def2-TZVPD) on a molecular structure, C2H3NS.

Summary:
- spin multiplicity = 1
- E_HOMO (spin up / spin down) (eV) = -9.08 / -9.08
- molar mass (g mol⁻¹) = 73.12

Positions of all 7 atoms, in Å:
C  1.2554  -0.2584  -1.2993
C  0.1276  0.0332  -1.1002
N  -1.1860  0.2404  1.5492
S  -1.3850  0.3867  -0.7035
H  2.3439  -0.3174  -1.4664
H  -0.2922  0.6758  1.4544
H  -0.8635  -0.7603  1.5658

These are the Löwdin partial charges, in e, on atoms 1 to 2: 0.0332 -0.7692


x | ORCA calculation (ωB97M-V/def2-TZVPD) on C2H3NS in the gas phase.

Summary:
- SMILES string = SN1C=C1
- spin multiplicity = 1
- E_HOMO (eV) = -8.67
- molar mass (g mol⁻¹) = 73.12

Positions of all 7 atoms, in Å:
C  1.0759  -0.1572  0.3333
C  0.5774  1.0195  0.1739
N  -0.3682  0.2525  -0.6758
S  -1.8191  0.0205  0.2214
H  1.4788  -1.1086  0.4718
H  0.8485  1.9078  0.6252
H  -2.5225  0.6390  -0.7109

These are the Löwdin partial charges, in e, on atoms 1 to 2: 0.0907 -0.2704


y | ORCA calculation (ωB97M-V/def2-TZVPD) on a molecular structure, C2H3NS.

Summary:
- spin multiplicity = 1
- E_HOMO (spin up / spin down) (eV) = -7.90 / -7.95
- molar mass (g mol⁻¹) = 73.12

Positions of all 7 atoms, in Å:
C  0.3852  -0.8839  0.3527
C  -0.7221  -0.9001  -0.3506
N  -0.0236  2.0700  -0.2427
S  0.4812  0.0231  -1.2171
H  0.9309  -1.0179  1.1697
H  -1.6962  -1.0848  -0.1848
H  0.6446  1.7936  0.4728

These are the Löwdin partial charges, in e, on atoms 1 to 2: -0.2520 -0.3438


w comes first in stability; the runner-up is 0.948 eV higher.


w | ORCA calculation (ωB97M-V/def2-TZVPD) on C6H9NO2S in the gas phase.

Summary:
- spin multiplicity = 1
- E_HOMO (eV) = -8.11
- molar mass (g mol⁻¹) = 159.21

Positions of all 19 atoms, in Å:
C  0.7668  0.7866  -0.7133
C  0.2597  -0.2253  -1.4470
C  -1.0353  -0.7774  -1.2698
C  0.4484  0.4543  1.8432
C  1.0845  -0.8521  -2.5316
C  0.1426  0.7128  3.2739
N  -2.0315  -0.1923  -0.6327
O  -3.1418  -0.7068  -0.5128
O  -1.8498  0.9957  -0.1136
S  -0.0632  1.4770  0.6817
H  1.7309  1.2273  -0.8921
H  -1.2938  -1.7091  -1.7442
H  0.9455  -0.4654  1.5737
H  2.1321  -0.5817  -2.4378
H  0.7202  -0.5205  -3.5015
H  0.9896  -1.9358  -2.4956
H  -0.4957  -0.0751  3.6728
H  -0.3672  1.6664  3.3820
H  1.0580  0.7213  3.8647

These are the Löwdin partial charges, in e, on atoms 1 to 2: -0.2969 -0.3376


x | ORCA calculation (ωB97M-V/def2-TZVPD) on C6H9NO2S in the gas phase.

Summary:
- SMILES string = CC1(C)C(=O)NC(=O)[C@@H]1S
- spin multiplicity = 1
- E_HOMO (eV) = -9.55
- molar mass (g mol⁻¹) = 159.21

Positions of all 19 atoms, in Å:
C  -1.9350  0.5357  -0.5478
C  -0.0431  1.2011  0.5629
C  -1.0749  -0.7462  -0.4852
C  0.4461  -0.1639  0.0023
C  1.2665  -0.8925  1.0296
C  1.4276  0.1932  -1.1712
N  -1.2520  1.5600  0.0448
O  -3.0770  0.6208  -0.9156
O  0.6506  1.9721  1.1622
S  -1.8141  -2.0071  0.6387
H  -1.1444  -1.3339  -1.4344
H  1.5932  -1.8460  0.6267
H  0.6046  -0.9227  1.9179
H  2.1405  -0.2130  1.2120
H  1.9911  -0.7382  -1.1995
H  2.0671  0.9716  -0.8717
H  0.9893  0.4987  -2.1482
H  -1.4000  2.5694  -0.1083
H  -1.4363  -1.2591  1.6847

These are the Löwdin partial charges, in e, on atoms 1 to 2: -0.5002 -0.4549


x comes first in stability; the runner-up is 5.402 eV higher.


w | ORCA calculation (ωB97M-V/def2-TZVPD) on C3H7N3 in the gas phase.

Summary:
- SMILES string = [H]/N=C(/N)N1CC1
- spin multiplicity = 1
- E_HOMO (eV) = -8.81
- molar mass (g mol⁻¹) = 85.11

Positions of all 13 atoms, in Å:
C  -1.0259  -0.3097  -0.2085
C  1.4948  -0.3569  -0.3384
C  1.1565  0.8115  0.4839
H  -1.8688  1.5198  0.3154
H  -2.7986  -0.0577  0.5444
H  -0.3691  -1.7919  -1.0865
H  1.5270  -1.3539  0.2585
H  2.3290  -0.2145  -1.0523
H  1.5852  1.7935  0.3473
H  1.0838  0.6432  1.5400
N  -1.9295  0.4845  0.4882
N  -1.3331  -1.4456  -0.8206
N  0.1487  0.2778  -0.4714

These are the Löwdin partial charges, in e, on atoms 1 to 2: -0.6076 -0.1212


x | ORCA calculation (ωB97M-V/def2-TZVPD) on C3H7N3 in the gas phase.

Summary:
- SMILES string = CN[C@@H](N)C#N
- spin multiplicity = 1
- E_HOMO (eV) = -9.45
- molar mass (g mol⁻¹) = 85.11

Positions of all 13 atoms, in Å:
C  -1.1396  0.3284  -1.2473
C  1.5767  -0.1537  0.1498
C  -0.8114  -0.3073  0.0515
N  -1.4268  0.6435  -2.3015
N  -0.8850  0.7007  1.0137
N  0.4552  -1.0121  -0.1457
H  2.4431  -0.3995  -0.4835
H  1.4444  0.8819  -0.3190
H  1.8225  -0.1527  1.1539
H  -1.7367  -1.1991  0.0868
H  -1.7721  1.2149  1.2029
H  -0.4898  0.5555  1.9806
H  0.5194  -1.1005  -1.1422

These are the Löwdin partial charges, in e, on atoms 1 to 2: -0.2200 -0.1465


y | ORCA calculation (ωB97M-V/def2-TZVPD) on C3H7N3 in the gas phase.

Summary:
- SMILES string = C1=NCCNN1
- spin multiplicity = 1
- E_HOMO (eV) = -8.96
- molar mass (g mol⁻¹) = 85.11

Positions of all 13 atoms, in Å:
C  0.5254  0.5624  0.5626
C  1.0565  -0.8657  0.4251
C  -0.9484  -0.9064  -0.6600
H  1.3737  1.1952  1.1352
H  -0.3904  0.5785  1.1396
H  1.9875  -1.1461  -0.2006
H  1.4219  -1.1303  1.5412
H  -2.0173  -1.3374  -1.0706
H  -1.6729  0.6057  -1.4607
H  -0.1557  2.1512  -0.0748
N  -0.0633  -1.5417  -0.0667
N  -1.2100  0.5913  -0.6290
N  0.0928  1.2432  -0.6412

These are the Löwdin partial charges, in e, on atoms 1 to 2: -0.3172 -0.2530


w comes first in stability; the runner-up is 0.143 eV higher.


w | ORCA calculation (ωB97M-V/def2-TZVPD) on C3H7N3 in the gas phase.

Summary:
- spin multiplicity = 1
- E_HOMO (eV) = -7.71
- molar mass (g mol⁻¹) = 85.11

Positions of all 13 atoms, in Å:
C  -0.4855  -0.2948  1.0557
C  0.7838  1.6807  -1.8324
C  -1.0504  -0.9393  -0.2085
N  0.9675  -0.1898  1.0032
N  1.5356  0.8187  0.2402
N  1.1654  1.0446  -0.8944
H  1.3763  -0.0980  1.9266
H  -0.9592  0.6876  1.2132
H  -0.7146  -0.9281  1.9168
H  0.9646  1.5137  -2.8697
H  -0.9900  -0.2602  -1.0551
H  -2.0954  -1.1956  -0.0475
H  -0.4981  -1.8395  -0.4480

These are the Löwdin partial charges, in e, on atoms 1 to 2: -0.2720 0.0557


x | ORCA calculation (ωB97M-V/def2-TZVPD) on C3H7N3 in the gas phase.

Summary:
- SMILES string = C=NN/C=N/C
- spin multiplicity = 1
- E_HOMO (eV) = -8.89
- molar mass (g mol⁻¹) = 85.11

Positions of all 13 atoms, in Å:
C  1.0167  -1.7594  -1.7690
C  0.0685  -0.4149  -0.2006
C  -0.9657  2.0805  2.1333
H  0.5078  -2.6033  -2.1752
H  1.7311  -2.0001  -0.9972
H  1.6444  -1.4602  -2.5991
H  0.8398  -0.8384  0.5282
H  -1.1385  1.2843  -0.2135
H  -1.5669  2.6346  1.4060
H  -0.8687  2.4548  3.1477
N  0.0760  -0.7106  -1.4175
N  -0.8122  0.4697  0.4304
N  -0.5323  0.8631  1.7266

These are the Löwdin partial charges, in e, on atoms 1 to 2: -0.1510 -0.2727


y | ORCA calculation (ωB97M-V/def2-TZVPD) on 2 unconnected molecules or ions with the total composition C3H7N3.

Summary:
- spin multiplicity = 1
- E_HOMO (spin up / spin down) (eV) = -7.80 / -7.85
- molar mass (g mol⁻¹) = 85.11

Positions of all 13 atoms, in Å:
C  1.4037  -0.7072  0.0896
C  1.4329  0.7370  0.1436
C  -0.0993  -1.0903  0.3465
N  0.1954  1.1500  0.4790
N  -0.7950  0.1840  0.3688
N  -2.0877  0.4452  -0.2708
H  2.1811  -1.4082  -0.2632
H  3.3023  1.9388  -1.2953
H  -0.3175  -1.7145  -0.5062
H  -0.2916  -1.6730  1.3342
H  -0.0347  2.1249  0.6896
H  -2.8268  -0.1914  0.1325
H  -2.0628  0.2046  -1.2484

These are the Löwdin partial charges, in e, on atoms 1 to 2: -0.0760 -0.1695


x comes first in stability; the runner-up is 1.882 eV higher.